# 1
ORCA calculation (wB97M-V/def2-TZVPD) on a 2-piece molecular cluster, C4H13NS2 overall.

DFT total energy = -1011.30769 Ha
Orbital gap = 9.758 eV
LUMO = 0.83 eV

```
! wB97M-V def2-TZVPD RIJCOSX def2/J DEFGRID3
* xyz 0 1
C -1.549 1.267 -0.263
C -2.761 0.769 0.483
S -4.153 0.438 -0.666
H -1.829 2.091 -0.924
H -1.109 0.501 -0.903
H -0.756 1.608 0.398
H -2.540 -0.145 1.029
H -3.092 1.533 1.185
H -5.087 0.451 0.308
C 2.118 -0.768 0.642
C 2.317 -0.796 -0.853
S 4.041 -0.334 -1.305
N 0.708 -1.009 0.970
H 2.792 -1.489 1.119
H 2.354 0.214 1.052
H 2.138 -1.794 -1.251
H 1.653 -0.104 -1.363
H 3.740 0.468 -2.334
H 0.446 -1.952 0.706
H 0.569 -0.949 1.971
*
```

These are the Mulliken partial charges, in e, on atoms 1 to 2: atom 1 (C): -1.093, atom 2 (C): -0.372

---

# 2
ORCA calculation (wB97M-V/def2-TZVPD) on C18H45BF4N3Na2O6 as an isolated structure in a non-equilibrium geometry.

DFT total energy = -2076.88352 Ha
Orbital gap (spin up / spin down) = 4.549 / 2.694 eV
LUMO (spin up / spin down) = -7.62 / -9.48 eV

```
! wB97M-V def2-TZVPD RIJCOSX def2/J DEFGRID3
* xyz 2 2
Na 0.539 6.667 0.920
Na -0.236 4.397 3.559
B 1.813 4.077 1.090
F 0.456 4.221 0.866
F 2.272 2.899 0.615
F 2.479 5.158 0.534
F 2.030 4.171 2.458
C 0.973 -1.039 2.169
O 1.135 -0.559 3.436
C 1.924 0.691 3.489
C 3.220 0.877 2.646
N 4.246 0.005 3.255
C 4.083 -1.475 3.446
C 5.339 -2.402 3.165
O 5.973 -2.202 1.903
C 5.082 -2.360 0.820
H 0.532 -2.033 2.244
H 1.886 -1.128 1.580
H 0.339 -0.458 1.500
H 1.883 0.859 4.565
H 1.358 1.483 3.000
H 3.413 1.950 2.665
H 3.117 0.631 1.589
H 5.152 0.066 2.812
H 3.278 -1.881 2.833
H 3.788 -1.714 4.468
H 5.068 -3.449 3.302
H 6.073 -2.196 3.943
H 5.670 -2.618 -0.061
H 4.486 -1.473 0.608
H 4.385 -3.163 1.058
C -5.193 -1.383 4.616
O -5.264 -0.178 3.874
C -5.227 -0.304 2.469
C -4.913 1.074 1.775
N -3.584 1.273 1.283
C -3.073 0.246 0.418
C -1.945 0.807 -0.495
O -2.355 1.884 -1.352
C -2.261 3.237 -0.912
H -4.150 -1.700 4.654
H -5.676 -2.272 4.211
H -5.687 -1.235 5.576
H -6.227 -0.715 2.332
H -4.567 -1.014 1.971
H -5.070 1.750 2.616
H -5.556 1.238 0.910
H -3.365 2.141 0.816
H -3.812 -0.186 -0.257
H -2.584 -0.478 1.069
H -1.642 0.010 -1.174
H -1.090 1.236 0.028
H -1.277 3.485 -0.513
H -3.111 3.394 -0.248
H -2.415 3.905 -1.759
C -1.428 -4.183 -6.372
O -1.033 -4.353 -5.018
C -0.209 -3.274 -4.504
C -1.071 -1.956 -4.218
N -0.241 -1.045 -3.441
C 0.664 -0.437 -4.410
C 1.298 0.850 -3.840
O 0.361 1.882 -3.579
C 0.605 2.651 -2.430
H -2.051 -3.290 -6.435
H -2.031 -4.984 -6.800
H -0.616 -3.948 -7.059
H 0.701 -3.060 -5.064
H 0.084 -3.698 -3.543
H -1.890 -2.383 -3.639
H -1.457 -1.565 -5.160
H -0.811 -0.247 -3.198
H 0.320 -0.203 -5.417
H 1.334 -1.285 -4.547
H 2.088 1.062 -4.560
H 1.768 0.599 -2.889
H 1.652 2.914 -2.285
H 0.253 2.179 -1.513
H -0.001 3.557 -2.463
*
```

These are the Mulliken partial charges, in e, on atoms 1 to 2: atom 1 (Na): 0.971, atom 2 (Na): 0.958

---

# 3
ORCA calculation (wB97M-V/def2-TZVPD) on a 4-piece molecular cluster, H9NO3 overall.

DFT total energy = -285.86205 Ha
Orbital gap = 10.904 eV
LUMO = 0.67 eV

```
! wB97M-V def2-TZVPD RIJCOSX def2/J DEFGRID3
* xyz 0 1
N 2.338 -0.770 1.196
H 2.520 -1.286 2.048
H 1.501 -0.227 1.411
H 2.013 -1.393 0.465
H -4.383 1.155 -1.274
H -4.480 0.043 -0.171
O -3.930 0.735 -0.542
H 2.295 1.107 -0.054
H 2.831 0.968 -1.502
O 2.246 1.485 -0.944
H -1.043 -1.228 -0.691
H -1.150 0.143 -0.025
O -0.759 -0.731 0.082
*
```

These are the Mulliken partial charges, in e, on atoms 1 to 2: atom 1 (N): -0.745, atom 2 (H): 0.222

---

# 4
ORCA calculation (wB97M-V/def2-TZVPD) on one molecule with the formula C5H8N2 in a non-equilibrium geometry.

DFT total energy = -304.68922 Ha
Orbital gap = 8.768 eV
LUMO = 0.34 eV

```
! wB97M-V def2-TZVPD RIJCOSX def2/J DEFGRID3
* xyz 0 1
C -2.740 -0.170 -0.114
N -1.283 0.264 -0.100
C -0.581 -0.248 0.885
N 0.720 -0.167 0.997
C 1.373 0.341 -0.111
C 2.870 -0.031 -0.120
C 0.462 0.914 -0.892
H -3.008 -0.781 -0.986
H -2.959 -0.810 0.765
H -3.467 0.653 -0.062
H -1.069 -0.839 1.646
H 3.325 0.273 0.832
H 2.936 -1.132 -0.134
H 3.486 0.347 -0.942
H -0.066 1.388 -1.664
*
```

These are the Mulliken partial charges, in e, on atoms 1 to 2: atom 1 (C): -0.726, atom 2 (N): -0.220

---

# 5
ORCA calculation (wB97M-V/def2-TZVPD) on a 2-piece molecular cluster, CH3IN2 overall in a non-equilibrium geometry.

DFT total energy = -447.03206 Ha
Orbital gap = 8.612 eV
LUMO = -1.12 eV

```
! wB97M-V def2-TZVPD RIJCOSX def2/J DEFGRID3
* xyz 0 1
C 1.538 0.882 -0.423
N -0.895 -1.416 0.646
N 0.932 1.810 -0.769
I 0.268 3.551 -1.475
H -0.138 -0.861 0.994
H -0.998 -2.235 1.275
H -0.706 -1.732 -0.248
*
```

These are the Mulliken partial charges, in e, on atoms 1 to 2: atom 1 (C): -0.185, atom 2 (N): -0.641

---

# 6
ORCA calculation (wB97M-V/def2-TZVPD) on a 2-piece molecular cluster, C19H44N2O3 overall.

DFT total energy = -1085.48021 Ha
Orbital gap = 9.382 eV
LUMO = 0.78 eV

```
! wB97M-V def2-TZVPD RIJCOSX def2/J DEFGRID3
* xyz 0 1
C -1.359 2.942 7.575
C -0.163 1.991 7.662
C -0.494 0.579 7.156
C 0.011 0.316 5.728
C -0.746 -0.827 5.065
C -0.331 -1.154 3.616
N 0.956 -0.577 3.233
C 1.554 -1.173 2.038
C 1.769 -0.152 0.927
C 2.953 0.763 1.255
O 1.980 -0.895 -0.260
C 2.120 -0.112 -1.427
C 0.858 0.656 -1.829
C 0.822 2.141 -1.429
C 0.121 3.009 -2.469
C -1.390 2.705 -2.579
C -1.778 1.932 -3.836
N -1.510 2.668 -5.089
H -2.221 2.501 8.074
H -1.622 3.146 6.536
H -1.129 3.889 8.060
H 0.670 2.404 7.091
H 0.144 1.940 8.708
H -1.582 0.458 7.151
H -0.087 -0.179 7.824
H -0.089 1.242 5.155
H 1.074 0.080 5.779
H -0.648 -1.713 5.693
H -1.804 -0.555 5.068
H -1.128 -0.847 2.926
H -0.233 -2.234 3.512
H 0.858 0.419 3.093
H 0.943 -1.986 1.644
H 2.529 -1.603 2.288
H 0.849 0.442 0.837
H 3.057 0.869 2.332
H 2.871 1.744 0.791
H 3.853 0.284 0.866
H 2.957 0.590 -1.345
H 2.380 -0.815 -2.216
H 0.807 0.625 -2.921
H -0.031 0.136 -1.471
H 1.839 2.503 -1.263
H 0.285 2.265 -0.485
H 0.255 4.062 -2.222
H 0.589 2.834 -3.441
H -1.713 2.142 -1.700
H -1.962 3.635 -2.585
H -2.843 1.699 -3.803
H -1.259 0.972 -3.873
H -2.374 3.048 -5.445
H -0.895 3.451 -4.916
C -1.889 -4.692 -5.531
O -0.572 -4.429 -5.976
C -0.393 -3.113 -6.472
C 0.274 -2.213 -5.457
O -0.545 -2.001 -4.320
C -0.182 -2.788 -3.199
H -1.871 -5.646 -5.007
H -2.247 -3.917 -4.850
H -2.578 -4.771 -6.380
H -1.352 -2.684 -6.777
H 0.245 -3.180 -7.359
H 0.456 -1.236 -5.917
H 1.239 -2.635 -5.161
H 0.752 -2.424 -2.758
H -0.074 -3.845 -3.452
H -0.977 -2.684 -2.462
*
```

These are the Mulliken partial charges, in e, on atoms 1 to 2: atom 1 (C): -1.238, atom 2 (C): -0.517

---

# 7
ORCA calculation (wB97M-V/def2-TZVPD) on one molecule with the formula C4H6N2O in a non-equilibrium geometry.

DFT total energy = -340.75201 Ha
Orbital gap = 8.231 eV
LUMO = 0.93 eV

```
! wB97M-V def2-TZVPD RIJCOSX def2/J DEFGRID3
* xyz 0 1
N 1.293 1.418 -1.287
C 0.612 0.493 -0.486
C 0.996 -0.639 0.183
C -0.123 -1.109 0.907
C -1.133 -0.231 0.662
O -2.446 -0.553 0.844
N -0.720 0.744 -0.205
H 1.277 1.200 -2.277
H 2.258 1.493 -1.003
H 1.966 -1.107 0.148
H -0.197 -1.973 1.555
H -2.547 -1.296 1.464
H -1.236 1.559 -0.505
*
```

These are the Mulliken partial charges, in e, on atoms 1 to 2: atom 1 (N): -0.554, atom 2 (C): 0.010